This record from OMol25 describes C40H36ClN3ReSi2 as an isolated structure. The level of theory is ωB97M-V/def2-TZVPD.

Each line ends with the Löwdin charge.
Element x y z (Å)
C: -1.489 0.033 0.896  -0.18
C: -2.080 0.398 -0.359  -0.19
C: -1.895 -0.696 -1.263  -0.20
H: -2.625 1.305 -0.585  0.13
C: -1.162 -1.723 -0.591  -0.19
C: -0.938 -1.282 0.755  -0.18
H: -0.498 -1.872 1.545  0.14
H: -1.523 0.602 1.815  0.14
H: -2.276 -0.763 -2.269  0.10
H: -0.879 -2.670 -1.025  0.13
Re: -0.057 0.020 -0.601  1.36
Si: 0.435 0.112 -6.444  0.74
C: 0.819 1.644 -7.437  -0.32
C: 2.057 1.915 -8.044  -0.08
H: 2.930 1.287 -7.830  0.11
C: 2.171 2.979 -8.947  -0.06
H: 3.133 3.162 -9.430  0.11
C: 1.058 3.781 -9.245  -0.05
H: 1.144 4.600 -9.963  0.12
C: -0.158 3.535 -8.599  -0.07
H: -1.041 4.144 -8.805  0.11
C: -0.275 2.489 -7.685  -0.12
H: -1.229 2.313 -7.173  0.10
C: 1.040 -1.278 -7.538  -0.31
C: 0.444 -1.288 -8.812  -0.10
H: -0.287 -0.518 -9.087  0.11
C: 0.761 -2.300 -9.726  -0.06
H: 0.275 -2.322 -10.702  0.11
C: 1.679 -3.297 -9.372  -0.06
H: 1.908 -4.101 -10.076  0.11
C: 2.270 -3.283 -8.103  -0.07
H: 2.970 -4.070 -7.831  0.11
C: 1.944 -2.287 -7.173  -0.10
H: 2.364 -2.278 -6.163  0.09
H: -1.036 -0.014 -6.415  0.03
Si: 0.789 0.094 -4.090  0.27
C: -0.023 -1.576 -3.890  -0.37
C: -1.326 -1.745 -4.408  -0.16
H: -1.988 -0.877 -4.502  0.09
C: -1.736 -3.002 -4.852  -0.04
H: -2.676 -3.087 -5.415  0.13
C: -0.931 -4.116 -4.587  -0.04
H: -1.227 -5.086 -4.989  0.12
C: 0.228 -3.987 -3.803  -0.06
H: 0.814 -4.865 -3.515  0.12
C: 0.649 -2.718 -3.402  -0.13
H: 1.515 -2.654 -2.740  0.08
C: -0.214 1.684 -3.889  -0.35
C: -1.607 1.762 -3.706  -0.12
H: -2.149 0.907 -3.293  0.07
C: -2.290 2.936 -4.059  -0.06
H: -3.384 2.974 -3.989  0.12
C: -1.565 4.045 -4.498  -0.07
H: -2.098 4.937 -4.825  0.12
C: -0.164 4.036 -4.493  -0.06
H: 0.391 4.921 -4.817  0.12
C: 0.509 2.879 -4.094  -0.11
H: 1.598 2.875 -3.981  0.11
H: 2.151 0.154 -4.667  0.01
Cl: 1.926 0.114 -2.152  0.40
C: 2.921 -2.972 3.082  -0.03
C: 3.149 -1.645 3.473  -0.03
C: 2.885 -0.603 2.590  0.01
C: 2.292 -0.894 1.346  -0.27
C: 2.155 -2.235 0.912  -0.04
C: 2.441 -3.267 1.798  -0.05
N: 1.752 0.195 0.647  -0.11
N: 2.306 1.359 0.928  0.13
C: 1.619 2.425 0.402  -0.31
C: 2.050 3.736 0.689  0.05
C: 1.267 4.797 0.271  0.00
C: 0.081 4.524 -0.429  -0.01
C: -0.299 3.218 -0.670  -0.09
N: 0.471 2.175 -0.283  -0.02
H: 3.143 -3.772 3.788  0.12
H: 3.533 -1.422 4.468  0.12
H: 3.033 0.444 2.862  0.12
H: 1.802 -2.443 -0.098  0.09
H: 2.290 -4.299 1.480  0.12
H: 2.963 3.842 1.270  0.13
H: 1.560 5.823 0.469  0.13
H: -0.548 5.341 -0.775  0.13
H: -1.225 2.963 -1.197  0.11

Its energy above the lowest of the compared OMol25 structures with the same formula, charge and spin is 1.427 eV. Its spin multiplicity is 4. The calculation puts the HOMO energy (spin up / spin down) at -12.744 / -13.051 eV. As for the charge: +2. Its expectation value of S² is 3.767. The orbital gap (spin up / spin down) comes out at 5.3 / 5.1 eV.


This record from OMol25 describes C40H36CrN3OP3SSe4 as an isolated structure. The level of theory is ωB97M-V/def2-TZVPD.

Each line ends with the Löwdin charge.
Element x y z (Å)
Cr: -0.062 -0.134 -0.389  0.06
Se: 6.201 0.044 2.753  0.30
P: 5.741 -0.404 0.753  0.53
C: 6.112 -2.131 0.300  -0.32
C: 5.947 -2.577 -1.013  -0.08
C: 6.272 -3.881 -1.364  -0.07
C: 6.801 -4.743 -0.407  -0.08
C: 6.995 -4.296 0.896  -0.09
C: 6.642 -2.996 1.254  -0.12
C: 6.639 0.559 -0.484  -0.35
C: 6.126 0.751 -1.762  -0.10
C: 6.895 1.376 -2.736  -0.07
C: 8.178 1.816 -2.430  -0.08
C: 8.680 1.650 -1.146  -0.07
C: 7.911 1.022 -0.170  -0.09
C: 4.015 -0.040 0.333  -0.43
C: 2.834 -0.722 0.208  -0.45
N: 1.842 0.216 0.137  -0.18
N: 2.411 1.428 0.178  0.00
N: 3.708 1.288 0.303  0.03
P: 2.350 -2.427 0.209  0.66
Se: 0.230 -2.536 0.554  0.45
C: 3.283 -3.227 1.519  -0.34
C: 3.911 -4.461 1.379  -0.09
C: 4.562 -5.028 2.467  -0.09
C: 4.608 -4.359 3.679  -0.07
C: 4.007 -3.114 3.815  -0.07
C: 3.336 -2.549 2.742  -0.09
C: 2.723 -3.147 -1.402  -0.35
C: 2.515 -4.509 -1.627  -0.10
C: 2.713 -5.040 -2.894  -0.07
C: 3.084 -4.212 -3.949  -0.08
C: 3.241 -2.849 -3.742  -0.07
C: 3.058 -2.315 -2.468  -0.09
H: 5.580 -1.901 -1.775  0.09
H: 6.129 -4.216 -2.388  0.11
H: 7.068 -5.760 -0.682  0.11
H: 7.419 -4.962 1.642  0.11
H: 6.781 -2.637 2.270  0.06
H: 5.108 0.450 -1.992  0.09
H: 6.489 1.527 -3.728  0.10
H: 8.780 2.299 -3.192  0.10
H: 9.670 2.014 -0.898  0.10
H: 8.285 0.898 0.841  0.07
H: 3.919 -4.973 0.427  0.09
H: 5.050 -5.989 2.356  0.11
H: 5.123 -4.804 4.522  0.11
H: 4.065 -2.576 4.754  0.11
H: 2.865 -1.578 2.848  0.11
H: 2.171 -5.149 -0.824  0.11
H: 2.560 -6.101 -3.062  0.11
H: 3.231 -4.631 -4.940  0.11
H: 3.503 -2.195 -4.571  0.11
H: 3.168 -1.248 -2.304  0.10
Se: -0.678 2.245 -1.104  0.38
P: -1.664 2.248 0.832  0.16
Se: -2.398 0.315 1.432  0.31
C: -0.468 2.852 2.059  -0.39
C: 0.360 1.950 2.726  -0.12
C: 1.319 2.411 3.618  -0.07
C: 1.452 3.773 3.855  -0.08
C: 0.624 4.675 3.200  -0.08
C: -0.333 4.217 2.300  -0.08
C: -2.999 3.486 0.861  -0.41
C: -3.920 3.441 1.909  -0.10
C: -4.894 4.425 2.028  -0.08
C: -4.957 5.459 1.100  -0.09
C: -4.055 5.501 0.044  -0.08
C: -3.074 4.516 -0.079  -0.11
H: 0.246 0.894 2.553  0.06
H: 1.964 1.704 4.131  0.11
H: 2.206 4.133 4.548  0.10
H: 0.723 5.740 3.386  0.10
H: -0.970 4.928 1.786  0.10
H: -3.874 2.625 2.623  0.08
H: -5.607 4.383 2.846  0.10
H: -5.707 6.235 1.204  0.10
H: -4.112 6.300 -0.689  0.10
H: -2.372 4.543 -0.902  0.06
C: -3.277 -2.539 -1.164  -0.26
S: -2.656 -1.432 -2.404  0.87
C: -3.935 -0.212 -2.307  -0.25
O: -1.426 -0.788 -1.837  -0.71
H: -4.172 -3.040 -1.558  0.07
H: -3.498 -1.962 -0.265  0.03
H: -2.485 -3.265 -0.975  0.04
H: -4.891 -0.698 -2.556  0.07
H: -3.693 0.562 -3.041  0.06
H: -3.929 0.196 -1.293  0.03

Its energy above the lowest of the compared OMol25 structures with the same formula, charge and spin is 0.148 eV. Its spin multiplicity is 5. The calculation puts the HOMO energy (spin up / spin down) at -7.262 / -7.587 eV. As for the charge: 0. Its expectation value of S² is 6.022. The orbital gap (spin up / spin down) comes out at 7.4 / 7.7 eV.


This record from OMol25 describes C40H36FeNO2P2 as an isolated structure. The level of theory is ωB97M-V/def2-TZVPD.

Each line ends with the Löwdin charge.
Element x y z (Å)
C: 1.167 -2.550 -2.596  -0.15
C: 0.019 -2.768 -1.810  -0.35
C: -1.062 -3.443 -2.393  -0.07
C: -0.948 -3.997 -3.669  -0.05
C: 0.215 -3.840 -4.424  -0.04
C: 1.265 -3.090 -3.879  -0.07
P: 0.009 -2.218 -0.035  1.05
C: -1.420 -3.116 0.656  -0.39
C: -2.630 -2.416 0.774  -0.12
C: -3.735 -3.043 1.349  -0.05
C: -3.615 -4.372 1.790  -0.04
C: -2.412 -5.078 1.641  -0.04
C: -1.310 -4.457 1.049  -0.06
Fe: 0.036 -0.154 1.128  0.92
P: 0.028 2.193 0.099  1.09
C: -1.055 2.826 -1.274  -0.34
C: -0.580 3.537 -2.389  -0.07
C: -1.477 4.073 -3.313  -0.05
C: -2.851 3.857 -3.186  -0.04
C: -3.312 3.068 -2.130  -0.06
C: -2.424 2.536 -1.196  -0.13
C: -0.523 3.170 1.551  -0.37
C: 0.331 3.115 2.668  -0.11
C: -0.090 3.653 3.882  -0.06
C: -1.346 4.268 3.958  -0.05
C: -2.172 4.365 2.835  -0.04
C: -1.752 3.839 1.612  -0.06
C: 1.628 3.045 -0.271  -0.38
C: 2.789 2.277 -0.444  -0.10
C: 4.012 2.910 -0.659  -0.06
C: 4.097 4.304 -0.733  -0.04
C: 2.928 5.062 -0.620  -0.04
C: 1.696 4.439 -0.409  -0.09
C: 1.473 -3.121 0.592  -0.37
C: 2.046 -4.206 -0.093  -0.07
C: 3.148 -4.868 0.465  -0.04
C: 3.654 -4.466 1.705  -0.04
C: 3.088 -3.378 2.382  -0.04
C: 2.031 -2.683 1.800  -0.10
H: 1.319 2.645 2.567  0.11
H: 0.567 3.586 4.751  0.12
H: -1.676 4.682 4.906  0.12
H: -3.150 4.849 2.893  0.12
H: -2.369 3.944 0.716  0.10
H: 0.486 3.689 -2.542  0.11
H: -1.116 4.659 -4.156  0.12
H: -3.558 4.279 -3.913  0.13
H: -4.376 2.861 -2.044  0.12
H: -2.808 1.922 -0.383  0.09
H: 2.735 1.189 -0.414  0.09
H: 4.924 2.325 -0.771  0.12
H: 5.063 4.803 -0.884  0.13
H: 2.979 6.145 -0.695  0.12
H: 0.801 5.051 -0.348  0.12
H: 1.655 -4.540 -1.055  0.11
H: 3.601 -5.698 -0.077  0.12
H: 4.500 -4.994 2.144  0.12
H: 3.481 -3.072 3.351  0.12
H: 1.632 -1.793 2.299  0.05
H: -2.679 -1.375 0.449  0.08
H: -4.679 -2.508 1.463  0.12
H: -4.468 -4.871 2.248  0.12
H: -2.310 -6.111 1.974  0.12
H: -0.376 -5.001 0.907  0.11
H: -1.997 -3.561 -1.852  0.11
H: -1.781 -4.551 -4.096  0.12
H: 0.301 -4.278 -5.428  0.13
H: 2.157 -2.924 -4.482  0.12
H: 1.978 -1.929 -2.222  0.11
H: 0.365 0.143 -3.852  0.04
H: 1.089 0.132 -3.748  0.03
O: -2.976 0.536 1.957  0.11
C: -2.235 0.385 2.871  -0.47
C: -2.229 0.463 4.400  -0.02
C: -0.757 0.210 4.918  -0.04
C: 0.117 0.110 3.725  -0.46
O: 1.321 0.149 3.442  0.05
N: -0.885 -0.006 2.716  -0.04
H: -2.547 1.503 4.563  0.13
H: -2.890 -0.399 4.615  0.15
H: -0.318 1.084 5.407  0.13
H: -0.659 -0.814 5.321  0.16

Its spin multiplicity is 6. The calculation puts the HOMO energy (spin up / spin down) at -14.189 / -14.193 eV. As for the charge: +2. Its expectation value of S² is 8.766. The orbital gap (spin up / spin down) comes out at 8.3 / 5.4 eV.


no.,E (eV)
1,-76925.0581
2,-377094.1638
3,-100597.1648